Record 1
Formula: C8H7BrO2P
Source: the OMol25 dataset
Level of theory: ωB97M-V with the def2-TZVPD basis set

XYZ file:
```
19
Properties=species:S:1:pos:R:3:forces:R:3
Br -2.344347 -4.462318 -2.568811 -0.152 -0.739 0.182
P -0.987911 -2.738294 -2.853801 0.135 0.266 0.306
O -3.384509 -1.357256 -2.541523 -0.822 0.334 0.753
O -2.250835 -1.201994 -4.451894 0.747 1.678 -4.702
C -2.495887 -1.532593 -3.351442 0.231 -1.542 3.852
C -0.077854 -0.787518 0.020959 -0.448 0.757 1.043
C 1.219665 -0.256521 0.182484 1.436 0.341 -1.029
C -0.311284 -2.155115 0.279677 -0.254 0.605 -0.685
C 0.432848 1.941437 -0.164187 2.457 2.031 -0.569
C 1.525239 1.118637 -0.013940 0.825 -2.953 1.432
C -1.124913 0.124113 -0.173149 1.470 1.774 0.004
C -0.827001 1.526445 -0.241349 -3.827 -3.897 -0.710
H -1.296248 -2.547832 0.429200 -0.224 -0.190 -0.104
H 2.001429 -1.036075 0.281498 -0.199 0.813 0.157
H 0.697866 2.938645 -0.394298 -0.169 1.303 0.040
H 0.557250 -2.702185 0.518798 0.592 -1.043 0.202
H 2.603539 1.461407 0.100115 -1.709 -0.265 -0.379
H -2.110247 -0.231554 -0.344390 -0.780 -0.209 -0.112
H -1.738846 2.038833 -0.547650 0.692 0.933 0.319
```
Forces are in eV/Å.

## Properties
orbital gap (alpha / beta)	7.0 / 6.1	eV
multiplicity	1
highest occupied orbital energy (alpha / beta)	-0.1371 / -0.1309	Ha
DFT total energy	-3374.8827	a.u.
net charge	-1

---

Record 2
Formula: CH3NO2S2
Source: the OMol25 dataset
Level of theory: ωB97M-V with the def2-TZVPD basis set

XYZ file:
```
9
Properties=species:S:1:pos:R:3:forces:R:3
S -3.222334 -0.913636 0.319858 2.115 6.305 -2.239
S -0.800298 1.188928 -0.033995 -1.068 1.098 2.170
O -0.360867 1.022913 1.339837 -0.607 -0.900 -1.950
O -0.744704 2.508047 -0.568387 0.254 0.851 -0.740
N -0.116743 0.180912 -1.090240 1.646 -1.770 1.457
C -2.557824 0.821194 -0.312457 0.459 -8.765 4.496
H 0.708233 -0.360229 -0.718903 -1.377 0.753 -0.490
H 0.081778 0.683001 -1.918489 0.353 0.448 -1.033
H -3.060953 1.464481 -0.909697 -1.774 1.980 -1.671
```
Forces are in eV/Å.

## Properties
orbital gap (alpha / beta)	7.3 / 7.3	eV
multiplicity	1
highest occupied orbital energy (alpha / beta)	-0.3556 / -0.3558	Ha
DFT total energy	-1041.3815	a.u.

---

Record 3
Formula: C16H20F3O3S
Source: the OMol25 dataset
Level of theory: ωB97M-V with the def2-TZVPD basis set

XYZ file:
```
43
Properties=species:S:1:pos:R:3:forces:R:3
S 0.844016 -0.095522 -0.663585 1.495 1.171 -2.420
F 0.741005 -2.019193 -2.409007 0.366 -0.488 0.753
F 2.315515 -2.269156 -0.888480 -0.798 -0.211 -0.302
F 0.192985 -2.544418 -0.328768 0.896 0.526 -0.606
O -3.060772 0.338033 1.163836 0.612 1.146 2.472
O 1.720340 0.619387 -2.097672 -0.457 -2.434 1.148
O -0.493997 -0.046254 3.717950 0.140 0.974 -0.100
C -0.460133 2.730770 -1.215004 -0.196 -1.594 0.720
C -1.316287 1.729626 2.269962 -0.588 -0.103 1.215
C 1.018506 2.321491 -3.605662 -0.145 -0.269 -0.021
C 0.232455 2.122547 4.418038 0.374 -0.108 0.554
C 1.700744 2.077847 -2.258839 -0.751 1.368 1.262
C 0.939965 2.105719 1.184707 0.157 0.821 0.450
C 3.163927 2.483487 -2.237371 0.188 -0.278 -0.093
C -0.502687 1.156561 3.509582 -0.886 -0.147 -0.803
C -1.180160 2.164543 -0.209010 -0.767 0.912 -0.225
C 1.051905 -1.800426 -1.102173 -0.040 -0.039 -0.711
C 0.948312 2.693228 -1.114172 0.681 2.148 -1.915
C -2.676986 0.891561 2.201848 0.893 -0.369 -1.976
C -0.480671 1.588864 1.003737 0.229 -1.536 -0.136
C 1.545485 2.784714 0.167474 -0.455 -1.482 0.606
C -1.628004 3.217122 2.456992 -0.391 0.218 0.596
C -3.411595 0.772755 3.509745 -0.559 -0.345 0.203
H 0.061990 1.769582 -3.637510 0.414 0.386 -0.027
H -3.332474 1.653552 4.155627 0.223 -0.131 -0.179
H -0.704293 3.809058 2.413981 -0.165 -0.233 -0.051
H -2.271243 2.087836 -0.264570 0.413 0.183 0.164
H -0.430113 2.775998 5.011352 0.006 -0.244 -0.483
H -2.102780 3.393293 3.432272 -0.041 0.154 -0.192
H 3.275569 3.571784 -2.193458 -0.063 -0.152 -0.079
H 0.802394 1.525371 5.135582 -0.034 -0.004 -0.099
H -0.884718 3.073945 -2.164886 -0.323 -0.277 0.427
H -0.417156 0.467220 0.889757 -0.456 0.656 0.435
H -2.281525 3.583725 1.656035 0.150 -0.151 0.188
H 1.502051 1.800362 2.083923 -0.421 0.718 -0.243
H 0.937983 2.756939 3.866070 -0.386 -0.094 -0.009
H -2.993417 -0.097631 4.039571 -0.075 0.331 -0.128
H 0.855851 3.394011 -3.786176 0.005 -0.284 0.130
H 3.627045 2.029831 -1.352717 0.041 0.182 -0.263
H -4.470731 0.577029 3.333272 0.065 -0.034 -0.096
H 2.474114 3.346204 0.311359 0.243 -0.793 0.022
H 1.647165 1.928522 -4.400257 0.092 -0.102 -0.211
H 3.641178 2.091558 -3.135864 0.315 0.006 0.022
```
Forces are in eV/Å.

## Properties
orbital gap	4.7	eV
multiplicity	1
highest occupied orbital energy	-0.0649	Ha
DFT total energy	-1545.0740	a.u.
net charge	-1

---

Calculated values (kcal per mole) of energy above the lowest of the compared OMol25 structures with the same formula, charge and spin for the records, taken in order: 52.2; 68.9; 49.5.